{"formula": "C12H17N", "method": "ωB97M-V/def2-TZVPD", "homo_energy_ev": -7.85, "gap_ev": 8.69, "lumo_ev": 0.8, "e_tot_ev": -14209.699, "spin_multiplicity": 1, "species": ["C", "H", "H", "C", "C", "C", "H", "H", "C", "C", "H", "H", "H", "H", "H", "H", "N", "H", "H", "C", "C", "H", "H", "C", "C", "H", "H", "C", "C", "H"], "positions_angstrom": [[0.75, -4.21, 0.12], [1.55, -4.14, -0.61], [0.52, 2.53, -1.61], [0.56, -1.68, -0.10], [-3.94, 2.61, -0.30], [2.09, 1.54, 1.21], [-3.67, 3.64, -0.44], [2.79, 1.91, 1.95], [-0.25, -1.58, -1.20], [-3.35, 2.03, 0.99], [1.70, 3.43, 0.29], [-3.19, 0.98, 0.79], [-4.07, 2.12, 1.80], [-2.33, 2.36, 1.16], [-3.52, 2.12, -1.18], [-0.21, -4.48, -0.33], [-0.22, -0.29, -1.69], [2.37, -0.58, 1.77], [-0.87, 0.17, -2.31], [1.51, 2.38, 0.24], [0.71, 1.87, -0.76], [0.99, -4.97, 0.85], [-0.25, -2.85, 1.47], [0.64, -2.84, 0.84], [1.06, -0.35, 0.16], [-5.02, 2.52, -0.38], [1.51, -2.73, 1.47], [0.49, 0.50, -0.82], [1.93, 0.17, 1.13], [-0.75, -2.40, -1.68]]}

---

{"formula": "C29H53N7O11P4SSe2Y", "method": "ωB97M-V/def2-TZVPD", "charge": 1, "homo_energy_ev": -9.50, "gap_ev": 7.60, "lumo_ev": -1.9, "e_tot_ev": -243622.930, "spin_multiplicity": 1, "species": ["P", "C", "H", "C", "H", "H", "H", "C", "P", "H", "H", "H", "Se", "C", "N", "O", "C", "H", "N", "S", "C", "H", "H", "C", "H", "H", "C", "C", "O", "H", "O", "C", "H", "C", "O", "H", "C", "H", "H", "N", "O", "C", "N", "C", "C", "H", "H", "O", "H", "C", "H", "C", "H", "H", "H", "H", "H", "C", "Se", "H", "H", "H", "P", "O", "C", "C", "O", "N", "H", "H", "H", "H", "H", "H", "C", "O", "C", "C", "H", "C", "H", "Y", "H", "H", "H", "H", "H", "P", "O", "C", "N", "N", "H", "C", "H", "H", "C", "H", "H", "H", "O", "C", "H", "C", "H", "H", "H", "H"], "positions_angstrom": [[0.51, -1.35, 3.06], [-2.91, 1.38, -0.65], [2.51, -5.24, 0.63], [-4.10, 3.23, 2.40], [-1.12, -2.75, 5.17], [4.28, -3.39, 0.92], [-2.77, -2.60, 4.48], [0.02, -3.65, -3.23], [-2.42, -1.61, 1.76], [-3.54, 0.35, 4.05], [-0.45, -4.63, -3.30], [-3.09, 1.10, -5.25], [0.02, 2.93, -0.83], [4.99, 0.61, -0.18], [1.24, -3.76, -2.46], [0.96, -1.36, 1.61], [-1.77, -2.17, 4.50], [4.13, 0.84, 0.45], [-2.09, 1.11, 0.39], [-2.00, 1.60, 1.90], [2.32, 3.21, 0.79], [-1.82, -1.16, 4.88], [-5.71, 0.98, 5.07], [-2.37, 1.03, -1.93], [3.74, 0.20, -5.05], [3.56, 2.37, -3.84], [-3.12, 1.30, -3.11], [-0.44, 4.36, -2.15], [-3.52, -0.64, 1.95], [1.69, -3.97, 1.55], [2.74, -1.62, -2.12], [2.24, -4.65, -3.00], [-5.85, 2.69, -1.70], [1.30, 2.72, 3.47], [0.89, -0.21, 3.91], [-0.51, -3.29, 1.64], [-5.90, 2.77, 3.91], [0.95, -4.63, 0.05], [-0.90, -0.07, -5.27], [-0.86, -3.48, 2.59], [0.45, -1.78, -1.03], [2.60, 2.03, -3.45], [-1.15, 0.43, -1.96], [-5.26, 1.61, 4.32], [-4.88, 2.22, -1.77], [2.53, -4.36, -4.02], [-0.65, -2.96, -2.71], [-1.21, 2.82, 1.89], [-1.22, 3.94, -2.78], [5.53, -0.31, -2.39], [1.51, 4.92, -0.27], [-5.30, 3.60, 2.97], [-0.83, 5.22, -1.60], [0.30, -0.41, -3.12], [-6.85, 3.05, 4.33], [2.14, 3.39, 3.67], [5.58, -0.18, 0.30], [-2.55, 0.91, -4.34], [1.71, 1.65, 1.89], [2.84, 2.79, -0.07], [-4.08, -2.95, 1.53], [0.21, -3.28, -4.24], [2.92, -0.02, -1.85], [1.26, -2.68, 3.74], [-4.18, 1.94, -0.60], [-4.05, 1.25, 3.76], [-3.17, -3.11, 1.79], [4.52, 0.20, -1.48], [6.13, -1.09, -1.92], [2.78, -1.17, -4.45], [1.84, -5.67, -3.04], [2.44, 2.46, -2.46], [1.87, -2.33, 4.38], [0.43, 4.64, -2.74], [-1.34, 0.26, -4.34], [-1.26, 0.50, 2.55], [-1.20, -2.12, 3.11], [3.60, -2.65, 0.49], [3.17, -2.04, 1.30], [1.16, 4.07, 0.32], [0.38, 3.26, 3.31], [-0.13, 0.04, 0.33], [5.06, -0.74, -3.27], [6.20, 0.50, -2.70], [-0.12, -3.90, 3.17], [3.03, 3.79, 1.39], [1.18, 2.01, 4.28], [1.63, -2.58, -1.38], [2.03, 0.48, -0.78], [1.88, -4.35, 0.55], [2.55, 0.59, -3.35], [2.58, -3.36, -0.26], [-1.73, -4.03, 2.52], [-3.51, 2.04, 2.77], [-5.79, 4.51, 2.66], [5.62, 1.50, -0.27], [-0.67, 0.06, -3.13], [4.15, -2.00, -0.19], [0.55, 4.40, 1.16], [3.12, -4.63, -2.36], [-1.58, -1.62, 0.51], [-4.37, 1.93, -3.01], [-4.62, 2.16, 0.36], [2.79, -0.09, -4.60], [-4.91, 2.16, -3.91], [-3.61, 3.86, 1.66], [1.99, 0.17, -5.30], [1.80, 2.38, -4.11]]}

---

{"formula": "C22H17AsNiOS5Te", "method": "ωB97M-V/def2-TZVPD", "charge": -2, "homo_energy_ev": [-1.17, -1.17], "gap_ev": [4.98, 4.98], "lumo_ev": [3.8, 3.8], "e_tot_ev": -188489.618, "spin_multiplicity": 3, "species": ["S", "H", "H", "C", "C", "H", "C", "H", "C", "H", "C", "C", "C", "H", "C", "C", "H", "C", "C", "C", "H", "O", "H", "As", "H", "H", "S", "C", "H", "C", "C", "H", "C", "Ni", "C", "C", "S", "H", "S", "C", "C", "Te", "H", "S", "C", "H", "H", "C"], "positions_angstrom": [[-1.98, -2.75, -0.86], [-5.03, 3.50, 5.55], [-3.65, 3.50, 4.39], [-2.13, 4.41, 2.20], [-3.49, 4.63, 1.98], [0.26, -5.41, -3.36], [-2.15, 2.52, 0.68], [1.34, -1.30, -2.85], [-4.71, 3.74, 4.53], [7.01, -0.76, -3.86], [1.63, -2.57, -1.12], [-0.97, 0.47, -0.48], [-4.17, 3.79, 1.09], [-5.23, 3.96, 0.92], [4.04, 0.00, -2.40], [1.24, -2.30, -2.44], [1.74, -4.07, 0.42], [-4.99, 5.19, 4.27], [6.24, -1.66, -2.07], [-1.47, 3.37, 1.56], [-4.05, 2.09, -0.21], [-5.65, 5.88, 5.00], [7.09, -2.32, -1.94], [-1.65, -3.24, 1.28], [3.19, 0.66, -2.53], [0.88, -5.86, -1.00], [-3.37, -2.86, 2.46], [0.67, -4.61, -2.74], [0.46, -3.11, -4.26], [0.78, -3.33, -3.25], [5.18, -1.71, -1.17], [5.22, -2.40, -0.33], [6.19, -0.79, -3.15], [-0.20, -1.34, -0.57], [-1.48, 1.44, 0.03], [1.03, -4.88, -1.43], [-0.06, -1.72, 1.76], [5.05, 0.74, -4.15], [-0.85, -5.22, 1.49], [5.10, 0.05, -3.31], [-3.51, 2.76, 0.46], [2.45, -1.03, 0.10], [-1.60, 5.05, 2.89], [-4.33, 5.95, 2.79], [1.52, -3.87, -0.62], [-5.26, 3.12, 3.82], [-0.42, 3.19, 1.75], [4.07, -0.88, -1.32]]}